# 1
The following is a quantum chemistry calculation of C40H56Cl2N8O5PRbSSi as an isolated structure, from OMol25.

Each line ends with the Löwdin charge.
Atoms and positions in Å:
Rb 0.042 -0.309 -0.970  0.705
Cl -2.801 -6.267 -5.456  0.576
C -2.050 -5.548 -4.052  -0.709
C -1.699 -4.204 -4.089  -0.075
C -1.108 -3.573 -3.001  -0.238
N -0.695 -2.248 -3.098  0.090
C -1.563 -1.286 -3.188  -0.636
O -1.280 -0.061 -3.271  -0.186
C -3.062 -1.474 -3.011  -0.200
C -3.935 -1.582 -4.095  -0.022
C -5.297 -1.591 -3.867  -0.088
C -5.758 -1.497 -2.558  -0.098
C -4.815 -1.405 -1.547  -0.163
N -3.503 -1.388 -1.753  0.152
C -0.847 -4.318 -1.808  -0.202
C -1.182 -5.680 -1.814  -0.049
C -1.786 -6.276 -2.914  -0.695
Cl -2.197 -7.977 -2.824  0.580
N -0.388 -3.615 -0.709  0.111
C 0.158 -4.260 0.305  -0.515
O 0.544 -5.448 0.411  -0.052
C 0.391 -3.395 1.540  -0.197
C 1.276 -3.874 2.510  -0.031
C 1.482 -3.143 3.659  -0.095
C 0.787 -1.954 3.826  -0.084
C -0.077 -1.561 2.815  -0.159
N -0.280 -2.254 1.700  0.126
H -1.865 -3.636 -4.994  0.101
H -3.533 -1.653 -5.097  0.114
H -5.993 -1.674 -4.693  0.096
H -6.815 -1.501 -2.326  0.086
H -5.131 -1.343 -0.508  0.095
H -0.974 -6.272 -0.938  0.089
H 1.763 -4.821 2.320  0.106
H 2.171 -3.492 4.422  0.096
H 0.912 -1.338 4.708  0.083
H -0.635 -0.634 2.899  0.090
C 3.099 -2.431 -0.912  -0.209
S 3.862 -1.197 0.152  0.878
O 3.012 -1.110 1.384  -0.534
C 5.226 -2.279 0.642  -0.365
C 6.356 -2.354 -0.161  -0.083
C 7.411 -3.166 0.226  -0.096
C 7.338 -3.883 1.414  -0.107
C 6.209 -3.786 2.218  -0.087
C 5.148 -2.980 1.837  -0.064
H 2.856 -3.309 -0.314  0.066
H 3.818 -2.675 -1.696  0.064
H 2.201 -2.038 -1.382  0.012
H 6.406 -1.778 -1.078  0.103
H 8.293 -3.235 -0.400  0.096
H 8.165 -4.516 1.713  0.091
H 6.151 -4.346 3.144  0.097
H 4.253 -2.878 2.439  0.095
C -3.250 5.652 -1.184  -0.115
N -3.344 4.761 -0.035  -0.310
C -2.721 5.341 1.146  -0.126
P -3.005 3.140 -0.337  0.518
O -1.617 2.769 -0.626  -0.250
N -3.999 2.777 -1.615  -0.297
C -5.409 3.080 -1.644  -0.134
C -3.525 2.010 -2.763  -0.076
N -3.532 2.440 1.089  -0.298
C -4.862 2.675 1.606  -0.141
C -3.044 1.087 1.355  -0.084
H -3.719 6.608 -0.933  0.076
H -3.771 5.220 -2.036  0.068
H -2.209 5.839 -1.477  0.090
H -3.197 6.300 1.367  0.076
H -1.646 5.510 1.000  0.086
H -2.849 4.678 1.999  0.066
H -5.677 3.754 -0.831  0.062
H -6.020 2.171 -1.563  0.080
H -5.675 3.569 -2.590  0.079
H -4.130 1.104 -2.884  0.070
H -2.493 1.698 -2.627  0.056
H -3.612 2.610 -3.677  0.087
H -5.176 3.699 1.400  0.064
H -4.862 2.525 2.691  0.078
H -5.607 1.989 1.177  0.080
H -1.997 1.019 1.073  0.042
H -3.621 0.323 0.818  0.079
H -3.123 0.891 2.429  0.084
O 0.262 1.086 1.367  -0.111
C 0.912 1.722 2.182  -0.484
C 0.397 3.022 2.779  -0.077
C 0.132 2.965 4.300  -0.176
C 0.840 1.830 5.039  -0.212
C 2.365 1.873 4.990  -0.178
C 2.920 2.011 3.563  -0.174
N 2.130 1.307 2.585  0.098
H -0.516 3.253 2.230  0.100
H 1.120 3.807 2.546  0.115
H -0.942 2.847 4.461  0.103
H 0.401 3.924 4.754  0.105
H 0.502 0.878 4.623  0.087
H 0.519 1.832 6.086  0.106
H 2.748 0.953 5.441  0.103
H 2.741 2.703 5.599  0.103
H 3.936 1.617 3.520  0.121
H 2.993 3.067 3.290  0.111
H 2.475 0.456 2.131  0.091
C 2.770 2.783 -3.198  -0.318
Si 3.216 1.364 -1.951  0.455
C 4.455 0.361 -3.082  -0.312
C 4.570 2.333 -0.928  -0.325
H 3.670 3.218 -3.656  -0.006
H 2.226 3.581 -2.683  -0.008
H 2.118 2.419 -3.998  -0.003
H 5.194 1.025 -3.554  -0.002
H 3.934 -0.188 -3.873  0.002
H 5.016 -0.377 -2.495  -0.038
H 5.329 2.777 -1.589  -0.005
H 5.088 1.682 -0.214  -0.023
H 4.111 3.144 -0.352  -0.012

Output
Energy relative to the best compared isomer or geometry (same formula, charge and spin) in eV: 4.465
Calculated total energy in Ha: -4345.7344
LUMO energy in eV: 3.5
HOMO energy in eV: -0.620
Net charge: -2

=====

# 2
The following is a quantum chemistry calculation of the molecule C10H9F3N2, from OMol25.

Each line ends with the natural charge from an NBO analysis.
Atoms and positions in Å:
H 1.022 -2.033 1.540  0.364
N 0.232 -2.100 0.907  -0.559
C -0.489 -1.132 0.559  0.175
C -1.676 -1.484 -0.193  -0.210
C -2.760 -0.711 -0.014  -0.198
C -2.722 0.586 0.630  -0.175
C -1.558 1.008 1.083  -0.212
C -0.359 0.295 0.988  0.197
N 0.759 0.822 1.263  -0.366
C 2.022 0.412 1.021  -0.001
C 2.659 0.164 -0.137  -0.155
C 2.120 0.112 -1.518  -0.643
C 4.142 -0.168 0.109  0.965
F 4.248 -1.115 1.109  -0.345
F 4.729 -0.652 -0.994  -0.319
F 4.850 0.895 0.551  -0.328
H -1.841 -2.553 -0.513  0.240
H -3.706 -1.094 -0.338  0.215
H -3.579 1.185 0.832  0.224
H -1.587 1.924 1.673  0.227
H 2.772 0.459 1.825  0.223
H 2.287 1.145 -1.951  0.225
H 1.071 0.053 -1.566  0.220
H 2.548 -0.702 -2.006  0.236

Output
Energy relative to the best compared isomer or geometry (same formula, charge and spin) in eV: 0.000
Calculated total energy in Ha: -795.4839
SMILES: [H]/N=C1/C=CC=C/C1=N/C=C(\C)C(F)(F)F
LUMO energy in eV: -1.2
HOMO energy in eV: -8.557